# 1
Molecular formula: C19H9F4N2O6
Method: DFT, ωB97M-V/def2-TZVPD

Geometry (Å):
O 1.23367 -2.53699 1.21286
C 1.31284 -1.53519 1.89948
C 2.43112 -1.29576 2.80548
F 3.33264 -2.29700 2.84532
C 2.58392 -0.20807 3.60465
F 3.71296 -0.00845 4.30848
C 1.56018 0.85588 3.62605
O 1.83960 2.00155 4.08988
C 0.31668 0.47773 2.99806
F -0.79443 1.00330 3.53762
C 0.06190 -0.60275 1.86524
F -1.01366 -1.34284 2.34748
C -0.31496 -0.04565 0.56831
C -1.70762 -0.32904 -0.26729
C -2.86812 -0.61297 0.44762
C -4.16324 -0.34453 -0.05698
C -4.32730 0.21669 -1.31744
N -5.64661 0.56354 -1.75174
O -5.81301 1.10792 -2.86338
O -6.58620 0.30237 -0.96514
C -3.19405 0.47319 -2.09926
C -1.92432 0.22083 -1.56501
C 0.84148 -0.06435 -0.45280
C 0.86377 -0.63554 -1.73470
C 1.95638 -0.48491 -2.58331
C 3.04924 0.26539 -2.13081
N 4.12105 0.60687 -3.00822
O 5.06277 1.29792 -2.55971
O 4.10901 0.24356 -4.20132
C 3.07313 0.77335 -0.83881
C 1.94438 0.64306 -0.01708
H -0.60437 0.97478 0.85700
H -2.80997 -0.97632 1.46144
H -5.04538 -0.57674 0.56325
H -3.33874 0.88129 -3.11619
H -1.09296 0.56850 -2.22507
H -0.02762 -1.13592 -2.16654
H 1.97683 -0.92139 -3.58322
H 3.96113 1.28586 -0.46156
H 1.92783 1.19083 0.92738

Forces on atoms 1 to 3 (eV/Å):
O 0.50 0.23 0.15
C -1.19 -0.89 -0.50
C 0.64 0.22 0.78

The gap between HOMO and LUMO is 4.8 eV. As for the charge: -1. For the HOMO energy, the calculation gives -3.85 eV. For the total energy, the calculation gives -1689.6204 Eh.

# 2
Molecular formula: C2
Method: DFT, ωB97M-V/def2-TZVPD

Geometry (Å):
C -0.51117 0.11111 0.93899
C 0.51117 -0.11111 -0.93899

Cartesian forces, eV/Å:
C 2.92 -0.63 -5.36
C -2.92 0.63 5.36

The gap between HOMO and LUMO is 6.3 eV. For the HOMO energy, the calculation gives -8.84 eV. For the total energy, the calculation gives -75.7047 Eh.

# 3
Molecular formula: C20H11F4O5S
Method: DFT, ωB97M-V/def2-TZVPD

Geometry (Å):
F -0.42390 1.56771 4.14421
C 0.66246 1.04636 3.55257
C 0.64868 -0.16530 2.94565
F -0.39715 -0.99606 3.15797
C 1.84434 -0.78151 2.38132
O 1.78640 -1.81407 1.70250
C 3.09342 -0.08236 2.67632
F 4.22773 -0.69089 2.28843
C 3.10419 1.14264 3.24449
F 4.27269 1.76997 3.48978
C 1.87825 1.86604 3.57805
O 1.86669 3.07882 3.82255
C 1.90952 0.52136 -5.33166
C 0.64621 0.97584 -4.93324
C 0.08635 0.53471 -3.73332
C 0.79383 -0.35939 -2.91918
S -0.02223 -1.02349 -1.44630
C 0.34753 -0.07213 -0.06456
C -0.66430 0.74002 0.56566
O -0.43046 1.91497 0.89414
C -1.99092 0.06816 0.86619
C -2.17768 -1.31662 0.95995
C -3.43385 -1.84081 1.29111
C -4.52036 -0.97921 1.50558
C -4.32990 0.40739 1.42236
C -3.05992 0.91854 1.15364
O -1.41889 -0.84283 -1.78533
O 0.53408 -2.34493 -1.26998
C 2.02401 -0.87342 -3.34810
C 2.58277 -0.42570 -4.55036
H 2.35992 0.89331 -6.25457
H 0.08266 1.67343 -5.55535
H -0.90463 0.87074 -3.43534
H 1.37086 0.27979 -0.07677
H -1.34726 -2.00662 0.81004
H -3.55469 -2.92153 1.38667
H -5.50687 -1.39063 1.74241
H -5.14789 1.10870 1.58718
H -2.87389 1.99253 1.16046
H 2.53512 -1.62304 -2.74739
H 3.54707 -0.82048 -4.87777

Forces on atoms 1 to 3 (eV/Å):
F 0.78 -0.42 -0.44
C -1.00 -0.73 -0.42
C -1.34 0.24 2.17

The gap between HOMO and LUMO is 4.7 eV. As for the charge: -1. For the HOMO energy, the calculation gives -4.28 eV. For the total energy, the calculation gives -1942.5379 Eh.

# 4
Molecular formula: C20H11F5N6O2RuS2Se6
Method: DFT, ωB97M-V/def2-TZVPD

Geometry (Å):
Ru 1.25065 -1.15614 1.65917
Se 1.25845 -0.85604 4.00597
Se 0.79615 -2.92474 4.93517
Se -0.96605 -3.58124 3.55457
Se -0.64095 -2.63134 1.37367
Se 4.00565 -4.35164 0.79497
N 5.51025 -3.38524 0.87557
C 5.21015 -2.15464 1.28367
C 6.07615 -1.08094 1.50467
C 5.52325 0.12696 1.92467
C 4.15965 0.27606 2.08837
N 3.30665 -0.73544 1.86057
C 3.80825 -1.92364 1.51297
N 2.98865 -2.96144 1.34827
H 7.13895 -1.20144 1.36067
H 6.16585 0.97356 2.11367
H 3.72115 1.21156 2.41117
N -4.94305 1.84516 -3.08603
C -4.12205 0.79196 -2.74643
C -3.44885 0.07116 -3.73873
C -2.69255 -1.03524 -3.40843
C -2.60565 -1.43514 -2.08833
C -3.27145 -0.74394 -1.09213
C -4.02075 0.36856 -1.41623
S -1.60735 -2.84334 -1.66313
O -2.33465 -3.68634 -0.75793
O -1.05995 -3.42464 -2.85883
N -0.40315 -2.19234 -0.77073
C 0.66855 -1.64464 -1.27523
S 0.87145 -1.31824 -2.98013
C 2.38585 -0.54744 -2.60333
C 2.63885 -0.60944 -1.28213
N 1.67555 -1.22414 -0.53903
H -4.79505 2.27076 -3.98733
H -5.19235 2.48076 -2.34543
H -3.53605 0.38056 -4.77143
H -2.16505 -1.60624 -4.15763
H -3.20105 -1.08154 -0.06933
H -4.55055 0.91076 -0.64623
H 2.98435 -0.11804 -3.37863
H 3.50955 -0.21014 -0.78833
F -3.42035 5.53776 1.92027
C -2.57445 4.50696 1.74917
C -1.20495 4.73776 1.62337
F -0.72755 5.99086 1.70347
C -0.35425 3.67816 1.37807
F 0.95715 3.89916 1.21307
C -0.81875 2.36526 1.25857
Se 0.32655 1.00666 0.63687
C -2.18635 2.15436 1.46207
F -2.65235 0.90066 1.41067
C -3.06075 3.20266 1.68527
F -4.38125 2.97686 1.80267

Forces on atoms 1 to 3 (eV/Å):
Ru -0.03 -0.51 -1.75
Se -0.07 -0.20 0.73
Se -0.86 0.09 -0.64

The gap between HOMO and LUMO (alpha / beta) is 3.6 / 4.6 eV. As for the charge: -1. The multiplicity is 2. For the HOMO energy (alpha / beta), the calculation gives -3.68 / -4.70 eV. For the total energy, the calculation gives -17046.9928 Eh.